Formula: C7H10
Source: OMol25
Level of theory: ωB97M-V/def2-TZVPD

The geometry in XYZ format:
```
17
Properties=species:S:1:pos:R:3:forces:R:3:nbo_charge:R:1
C -0.512 -1.525 -2.063 1.81 -0.18 -0.10 -0.4205
C 0.785 2.221 -0.622 0.99 -1.21 0.53 -0.3750
C -0.681 -0.731 0.827 -0.09 0.20 0.06 -0.1036
C -0.640 -0.335 2.288 0.16 -0.18 -0.49 -0.6599
C 0.637 1.219 0.267 1.04 1.26 -1.49 -0.2068
C 0.244 -0.556 -1.462 -1.56 -0.48 -0.33 -0.1643
C -0.023 -0.020 -0.109 0.50 -2.01 0.72 -0.1386
H -0.611 -1.548 -3.145 0.82 -0.28 -0.02 0.1924
H -0.840 0.716 2.473 -0.39 0.10 -0.14 0.2265
H -1.184 -1.670 0.565 0.27 0.39 0.06 0.2017
H -0.611 -2.503 -1.589 -1.63 0.57 0.52 0.2036
H 0.408 -0.440 2.589 -0.12 -0.32 0.41 0.2171
H -1.297 -0.959 2.892 0.18 0.11 0.07 0.2202
H 1.090 -0.153 -2.003 -0.66 1.11 -0.51 0.2062
H 1.492 3.021 -0.418 -0.44 0.15 -0.02 0.1993
H 0.509 2.022 -1.653 -0.48 0.57 0.11 0.1966
H 1.236 1.242 1.163 -0.40 0.20 0.60 0.2051
```
Positions in Å, forces in eV/Å.

Results
Energy above the lowest of the compared OMol25 structures with the same formula, charge and spin = 318.4 kJ/mol
SMILES = C=CC(C=C)=CC
Orbital gap = 8.2 eV
Net charge = 0